(1)
ORCA calculation (wB97M-V/def2-TZVPD) on a molecular structure, C23H37AlBBr2F4LiN5NaO13P2 at a distorted geometry.

Properties
E_LUMO: -4.60 eV
orbital gap: 1.0206 eV
total charge: 0

Last column: Löwdin charge in e.
Element x y z (Å)
1 H 3.1845 -6.3731 3.1524  0.070
2 Li 5.1218 5.4555 4.7320  0.919
3 C 1.4078 -4.4630 -0.9486  -0.086
4 H -2.6169 1.4008 -2.6016  0.050
5 O 3.6605 -5.1986 -5.4883  -0.017
6 C -1.2714 4.3453 2.2706  -0.154
7 H 0.0880 -1.4852 4.8450  -0.046
8 H -5.5916 3.8150 -0.3296  0.102
9 C -0.9954 2.2790 0.5579  -0.064
10 H 1.1168 4.5429 0.9276  0.085
11 O 2.4645 -4.5628 2.4824  -0.182
12 F 7.3016 2.0227 3.3585  0.136
13 H 1.6197 -4.2063 2.1809  0.022
14 C 3.0237 -4.6987 -4.5498  -0.823
15 H -3.8843 4.6207 -0.6689  0.068
16 H 1.8542 -3.6271 -3.9174  0.067
17 O 3.0045 1.6553 2.7796  0.093
18 H 0.0575 -5.9186 -1.5708  0.079
19 O -4.2506 -4.2554 -1.9962  -0.308
20 O 3.7456 0.4253 5.2832  0.161
21 P -2.9403 -3.4218 -2.7550  1.003
22 H -4.1160 3.3833 0.6623  0.104
23 F 0.0716 -7.1887 2.4674  -0.734
24 H -3.2055 -1.4421 -3.9935  0.008
25 O 2.1056 -3.7467 -4.8507  0.043
26 H 1.3903 -4.2666 0.1855  0.075
27 C -2.5818 2.1671 -1.7228  -0.660
28 O 5.0347 2.6080 2.9564  0.215
29 O -0.3190 -6.1377 -5.6489  0.097
30 H 0.4753 6.2829 -5.3447  0.208
31 F 6.3619 3.8326 4.5279  0.018
32 H 1.9030 -6.4732 1.9201  0.035
33 H 1.4979 -6.0096 3.5941  0.061
34 H 0.6093 3.8483 -0.7650  0.058
35 H -0.4618 3.9579 2.9689  0.096
36 H -4.1897 -4.1225 -1.0240  0.052
37 C -1.0121 -4.5593 -0.3706  -0.160
38 H -0.6120 5.8315 -4.2156  0.126
39 Br -5.3108 2.3190 -3.0049  0.739
40 N -3.7601 -2.3062 -3.8848  -0.165
41 C -1.4921 -0.1478 -0.5372  -0.095
42 H 0.9746 6.9851 2.0327  0.072
43 H -2.3406 4.1474 2.6114  0.114
44 C -1.1012 3.8579 0.7339  -0.341
45 N -2.1828 -0.9151 -1.5671  -0.075
46 H 0.9999 5.5224 3.1548  0.064
47 C -1.6938 1.4604 -0.5898  -0.087
48 N -0.4003 -2.2810 0.6698  0.178
49 O 0.0724 6.4971 -4.4699  0.323
50 C -4.1442 2.4064 -1.3318  -0.759
51 C 4.0447 1.8173 3.3728  -0.396
52 Br -1.7261 3.7616 -2.5968  0.716
53 C 0.2965 4.4736 0.1395  -0.102
54 H 0.2878 7.1211 3.7426  0.068
55 C 0.3570 6.4295 2.8389  -0.138
56 O 3.0821 -4.9211 -3.2946  -0.122
57 H 2.0801 -1.6431 2.4567  0.023
58 N 0.0766 -1.7757 3.8506  -0.321
59 O -1.9740 -4.6446 -5.6115  0.095
60 H 2.1289 -5.3584 -1.1785  0.060
61 H -1.9306 4.3689 0.1495  0.063
62 H 0.0059 5.5117 -0.2856  0.065
63 C -4.4529 3.6689 -0.4090  -0.114
64 C 0.0499 0.0258 1.6460  -0.184
65 C -1.1026 5.9722 2.2737  -0.232
66 C 4.4201 1.1922 4.6434  -0.401
67 H -0.7551 -4.9409 0.6893  0.136
68 O -0.3200 -4.7417 -4.1114  -0.032
69 P 1.0665 -0.7976 3.0088  0.760
70 F -1.2689 -3.1798 -6.4012  -0.229
71 H -1.3253 6.4194 1.2377  0.096
72 H -4.6823 -2.0115 -3.4997  -0.004
73 H 0.7604 6.5910 -3.7696  0.202
74 C -0.9117 -5.1535 -5.1437  -0.898
75 C -1.1198 -2.9450 -0.3601  -0.113
76 H 0.4368 2.1250 2.4832  0.087
77 H -4.4619 1.4541 -0.7122  -0.007
78 H 1.6019 0.1447 3.9454  0.010
79 N 0.0138 -4.8877 -1.3926  -0.115
80 H -2.0169 -5.0227 -0.6525  0.112
81 H -1.8620 6.4725 2.9861  0.108
82 O 5.6383 1.6029 4.9983  0.236
83 C -2.0155 -2.3246 -1.4658  -0.213
84 B 6.1134 2.5241 3.9570  -0.990
85 Na 1.5828 -6.6236 -2.1006  0.653
86 Al -4.0743 0.2163 -1.8391  0.551
87 H 1.7988 -3.5371 -1.4985  0.106
88 C -0.6500 -0.8656 0.5352  -0.131
89 C 2.2447 -5.9370 2.8049  -0.193
90 C -0.1101 1.5554 1.6556  0.003

Cartesian forces (eV/Å) of the 2 atoms listed first:
H 0.1 0.3 0.0
Li 0.8 -1.1 -0.2

=====

(2)
ORCA calculation (wB97M-V/def2-TZVPD) on 2 unconnected molecules or ions with the total composition C7H11N2O2 at a distorted geometry.

Properties
E_LUMO (spin up / spin down): -3.79 / -7.94 eV
orbital gap (spin up / spin down): 8.1954 / 4.4415 eV
⟨S²⟩: 2.0065
total charge: +1
spin multiplicity: 3
energy above the lowest of the compared OMol25 structures with the same formula, charge and spin: 112.8 kcal/mol

Last column: Mulliken spin population.
Element x y z (Å)
1 H 3.9138 -1.3856 -0.0878  0.000
2 H -1.8388 -0.6415 -2.1411  0.042
3 N -0.8903 -2.0080 2.5239  0.796
4 H 4.0388 1.4150 1.2328  0.000
5 O 1.1732 0.1660 0.2810  0.010
6 H -0.6120 1.7326 0.2012  -0.008
7 C -2.5373 -0.4499 -1.3617  -0.015
8 C 3.5153 -0.4185 0.2649  0.005
9 H -4.4294 0.2247 -2.3462  0.001
10 C 4.5154 0.5561 0.8450  0.000
11 H -2.9975 -1.3015 -0.7964  0.000
12 C -3.5671 0.6799 -1.8367  0.037
13 H -0.1669 -1.7050 3.2668  -0.016
14 H 5.2360 0.8652 0.0537  0.000
15 C -1.6848 0.1692 -0.2923  0.353
16 C -1.4017 -0.4787 0.7946  0.469
17 H -3.1262 1.2288 -2.6456  -0.003
18 O -1.2836 1.4257 -0.4545  0.215
19 H 4.8745 0.0167 1.6749  0.000
20 H -3.9139 1.3052 -1.0296  -0.002
21 N -1.0937 -1.1847 1.6881  0.120
22 C 2.2759 -0.2118 0.1649  -0.003

Cartesian forces (eV/Å) of the 2 atoms listed first:
H -0.3 0.6 0.1
H 0.2 -1.0 -1.0

=====

(3)
ORCA calculation (wB97M-V/def2-TZVPD) on a single C26H33NO2 molecule.

Properties
E_LUMO: 0.65 eV
orbital gap: 8.8636 eV
total charge: 0
structure (SMILES): Cc1ccccc1C[C@]1(CO)CCCN(Cc2ccc(C#CC(C)(C)O)cc2)C1
energy above the lowest of the compared OMol25 structures with the same formula, charge and spin: 22.8 kcal/mol

Last column: Löwdin charge in e.
Element x y z (Å)
1 H 0.8592 -7.1988 -1.1525  0.101
2 H -0.5977 0.2549 2.2984  0.109
3 H -2.6908 9.2563 -2.5451  0.086
4 C -0.4208 1.6350 0.6816  -0.213
5 O 0.5514 -3.2329 4.2904  -0.046
6 C -0.3753 2.9935 -1.3058  -0.018
7 H 2.8688 -3.4091 2.2380  0.118
8 C -1.3185 3.8573 -0.7476  -0.246
9 H 0.0031 3.1918 -2.2982  0.116
10 C 3.2590 -4.2969 -0.2519  -0.227
11 H -1.8117 -1.7972 2.1020  0.104
12 H -4.2149 6.0786 -3.8324  0.090
13 H -3.0063 8.3256 -1.0692  0.088
14 H 3.8354 -2.2603 0.1578  0.065
15 H 1.7033 -1.7733 3.5689  0.134
16 H -0.3442 -3.9160 0.4698  0.111
17 H 0.7899 1.2209 -1.0218  0.115
18 C -2.6191 7.1168 -2.8273  -0.637
19 H -2.4707 -2.7682 0.7893  0.114
20 H 2.1216 -1.1646 1.2386  0.127
21 C -1.8086 3.5979 0.5313  -0.025
22 C -1.3627 2.4943 1.2322  -0.034
23 H -1.7471 -0.5072 -0.0295  0.124
24 C -0.5032 -3.3901 1.4134  -0.135
25 H -0.0329 -1.4888 3.3765  0.106
26 C -2.1905 5.9481 -2.0600  0.059
27 C -1.7737 4.9842 -1.4718  0.043
28 H 2.6666 -6.5527 -2.7204  0.100
29 C -1.5569 -2.3103 1.1724  -0.153
30 C 4.2807 -3.2496 0.0864  -0.040
31 H -1.7521 2.2990 2.2221  0.111
32 C 1.9519 -3.8904 1.8968  -0.080
33 H -0.2952 -3.6619 4.1240  0.085
34 C 2.5361 -6.0248 -1.7873  -0.089
35 H 0.5984 -5.9885 0.9608  0.113
36 C 1.2334 -1.6867 0.8741  -0.124
37 C 0.8429 -2.8048 1.8680  -0.387
38 C 0.0807 0.4365 1.4487  -0.154
39 O -1.8864 7.2087 -4.0432  -0.010
40 H -0.9460 7.2463 -3.8381  0.100
41 C -4.0923 6.9652 -3.2159  -0.020
42 H -0.8695 -4.1214 2.1405  0.118
43 C 2.2010 -4.6191 0.6059  -0.184
44 H -1.3572 8.4675 -1.6870  0.086
45 H -4.7102 6.8727 -2.3271  0.089
46 C 1.5234 -6.3805 -0.9157  -0.085
47 C -1.0209 -1.3025 0.1512  -0.167
48 C 3.4005 -5.0033 -1.4408  -0.051
49 C 0.7541 -2.2480 3.3054  -0.211
50 H -2.5415 4.2629 0.9647  0.115
51 H 5.0531 -3.2203 -0.6785  0.076
52 H 1.0666 0.6735 1.8626  0.136
53 C 0.0665 1.8978 -0.5938  -0.025
54 H -0.8395 -1.8220 -0.7967  0.129
55 N 0.2278 -0.6981 0.5624  -0.162
56 H 4.7570 -3.4762 1.0398  0.086
57 H 1.4819 -2.1771 -0.0751  0.132
58 C -2.4045 8.3768 -1.9727  -0.025
59 H 4.2131 -4.7499 -2.1074  0.106
60 H 1.6655 -4.6196 2.6590  0.127
61 C 1.3715 -5.6854 0.2691  -0.055
62 H -4.4034 7.8345 -3.7893  0.086

Cartesian forces (eV/Å) of the 2 atoms listed first:
H -0.1 -0.1 0.0
H 0.1 0.0 0.0

=====

(4)
ORCA calculation (wB97M-V/def2-TZVPD) on a single C19H24N2O4S molecule at a distorted geometry.

Properties
E_LUMO: -0.08 eV
orbital gap: 8.8407 eV
total charge: 0
structure (SMILES): CCN(CC(=O)NC[C@@H]1CCCO1)S(=O)(=O)c1ccc2ccccc2c1
energy above the lowest of the compared OMol25 structures with the same formula, charge and spin: 27.0 kcal/mol

Last column: Löwdin charge in e.
Element x y z (Å)
1 H 5.6750 -0.4315 -0.9831  0.105
2 C 2.1268 -1.6357 0.0046  -0.168
3 H 2.6713 1.3503 -0.0058  0.090
4 H 0.6331 -2.5517 1.2822  0.121
5 H 1.1963 3.1208 -1.4621  0.122
6 H -0.0977 3.9871 0.3792  0.152
7 H -1.6593 0.7906 0.2486  0.106
8 C -2.1170 -0.6681 2.5206  -0.063
9 O -3.5990 1.5263 -2.1034  0.064
10 H -2.5686 -0.5772 3.5053  0.081
11 H -3.9458 -0.1992 1.4762  0.129
12 H 2.4590 2.9980 0.6142  0.117
13 H 1.4433 -0.4816 -3.1391  0.122
14 H -4.4723 -0.6059 -0.7691  0.143
15 O -1.7471 -3.3421 1.0279  -0.275
16 C 0.8268 -2.0803 0.3308  -0.007
17 H 1.5090 1.8124 2.4630  0.124
18 N -2.0133 1.3671 -0.5022  0.089
19 H -1.3883 -1.4727 2.5476  0.059
20 H -2.3788 3.3089 0.1785  0.134
21 C 4.4589 -1.3318 0.5446  -0.072
22 H -3.1955 -1.1769 -1.8276  0.115
23 C 4.6813 -0.7611 -0.7189  -0.076
24 C 1.2650 -0.9242 -2.1700  -0.019
25 C -3.2002 -0.9971 1.4999  -0.238
26 N -2.6483 -1.1348 0.1593  -0.257
27 O -0.1868 2.1796 1.3686  -0.116
28 C 1.0896 1.5649 1.4838  -0.175
29 C -1.6593 2.7637 -0.4457  -0.105
30 H -1.6952 3.1793 -1.4551  0.134
31 C 2.3486 -1.0521 -1.2724  -0.176
32 C 0.8747 2.3926 -0.7221  -0.115
33 C 0.0174 -1.3641 -1.8261  -0.050
34 C -0.1886 -1.9453 -0.5684  -0.248
35 C 3.6505 -0.6223 -1.6068  -0.039
36 H 3.8170 -0.1817 -2.5789  0.116
37 C 3.2101 -1.7598 0.8997  -0.025
38 O -2.3541 -3.1677 -1.3588  -0.272
39 C 1.9405 2.0833 0.3244  -0.133
40 H -0.8138 -1.2957 -2.5084  0.116
41 H 0.9646 0.4758 1.4201  0.104
42 H 0.5569 1.4785 -1.2257  0.099
43 H 5.2852 -1.4317 1.2322  0.105
44 C -0.2624 2.9216 0.1534  -0.314
45 S -1.8228 -2.5616 -0.1715  0.693
46 H 3.0327 -2.2034 1.8681  0.117
47 C -3.0223 0.8876 -1.2487  -0.479
48 H -3.6931 -1.9312 1.7914  0.118
49 H -1.6142 0.2686 2.2875  0.058
50 C -3.3895 -0.5684 -0.9414  -0.109

Cartesian forces (eV/Å) of the 2 atoms listed first:
H 0.1 0.0 -0.1
C 0.0 0.2 -0.4

=====

> What is the total charge in the third record?

0